No. 1
Computed, not measured: an isolated ion of composition C5H14N2 and charge -1 at a distorted geometry, with ωB97M-V with the def2-TZVPD basis set.

Geometry (Å):
N1 -0.78 -1.55 2.09
N2 -1.80 0.80 -0.12
C1 0.62 -0.03 -2.00
C2 -0.44 0.36 0.32
C3 2.11 0.85 -0.21
C4 -0.42 -1.13 0.67
C5 0.68 0.72 -0.64
H1 1.30 0.33 -2.87
H2 -2.54 0.12 -0.01
H3 0.44 1.85 -0.98
H4 2.07 1.05 0.89
H5 -1.94 0.93 -1.11
H6 2.54 1.71 -0.77
H7 -1.59 -1.04 2.42
H8 -0.23 0.86 1.35
H9 -0.41 0.00 -2.41
H10 0.53 -1.50 0.53
H11 0.84 -1.00 -1.75
H12 -1.02 -1.71 -0.14
H13 2.88 0.06 -0.53
H14 -0.10 -1.03 2.70

The HOMO-LUMO gap (alpha / beta) comes out at 2.74 / 9.76 eV. The multiplicity is 2. As for the energy relative to the best compared isomer or geometry (same formula, charge and spin): 36.6 kcal per mole. Its energy is -308.3048 Eh. The value obtained for the HOMO energy (alpha / beta) is 1.4 / -5.8 eV. The net charge is -1. As for the LUMO energy (alpha / beta): 4.11 / 3.95 eV. As for the molecular weight: 102.2 g mol⁻¹.

Partial charges, natural (NBO), in e: -0.83, -0.89, -1.07, -0.10, -0.71, -0.32, -0.31, 0.19, 0.35, 0.18, 0.19, 0.35, 0.20, 0.34, 0.16, 0.18, 0.19, 0.18, 0.18, 0.21, 0.33


No. 2
Computed, not measured: C5H14N2 as an isolated structure at a distorted geometry, with ωB97M-V with the def2-TZVPD basis set.

Geometry (Å):
N1 0.66 -1.13 -0.22
N2 -0.87 1.51 1.18
C1 0.15 -0.58 1.10
C2 -2.38 -0.52 0.72
C3 -1.17 0.25 0.92
C4 0.61 0.01 -1.18
C5 2.14 -1.36 -0.19
H1 2.47 -2.08 -0.94
H2 2.43 -1.76 0.78
H3 -3.28 0.08 0.61
H4 -0.10 -1.36 1.82
H5 -0.21 2.87 -2.45
H6 -0.36 0.45 -1.38
H7 0.99 0.06 1.36
H8 -0.46 3.34 -1.95
H9 1.11 -0.35 -2.09
H10 1.18 0.87 -0.78
H11 2.70 -0.42 -0.29
H12 -2.54 -1.40 1.32
H13 -1.57 -0.35 -0.25
H14 -1.48 1.88 1.91

The HOMO-LUMO gap comes out at 9.01 eV. The multiplicity is 1. As for the energy relative to the best compared isomer or geometry (same formula, charge and spin): 135.8 kcal per mole. Its energy is -308.2066 Eh. The value obtained for the HOMO energy is -8.3 eV. As for the LUMO energy: 0.70 eV. As for the molecular weight: 102.2 g mol⁻¹.

Partial charges, natural (NBO), in e: -0.44, -0.75, -0.27, -0.58, 0.18, -0.44, -0.43, 0.21, 0.20, 0.23, 0.20, -0.01, 0.19, 0.20, 0.01, 0.21, 0.18, 0.18, 0.25, 0.33, 0.34


No. 3
Computed, not measured: a single C5H14N2 molecule at a distorted geometry, with ωB97M-V with the def2-TZVPD basis set.

Geometry (Å):
N1 -2.22 0.61 1.34
N2 0.47 0.94 -1.15
C1 0.36 -0.91 0.61
C2 -0.16 0.41 0.00
C3 1.61 -0.65 1.51
C4 -1.75 0.36 -0.13
C5 0.47 0.22 -2.43
H1 -2.18 -0.20 1.94
H2 1.36 1.37 -0.86
H3 0.65 -0.81 -2.21
H4 -1.42 1.09 1.76
H5 -2.11 -0.57 -0.65
H6 1.29 0.64 -3.05
H7 2.53 -0.18 1.06
H8 0.02 1.14 0.76
H9 1.41 -0.34 2.56
H10 2.02 -1.63 1.63
H11 -0.57 0.38 -2.89
H12 0.76 -1.63 -0.16
H13 -2.12 1.24 -0.80
H14 -0.40 -1.51 1.17

The HOMO-LUMO gap comes out at 9.38 eV. The multiplicity is 1. As for the energy relative to the best compared isomer or geometry (same formula, charge and spin): 47.2 kcal per mole. Its energy is -308.3479 Eh. The value obtained for the HOMO energy is -8.4 eV. As for the LUMO energy: 1.02 eV. As for the molecular weight: 102.2 g mol⁻¹. The structure (SMILES) is CC[C@H](CN)NC.

Partial charges, natural (NBO), in e: -0.83, -0.65, -0.43, -0.05, -0.63, -0.23, -0.41, 0.35, 0.37, 0.17, 0.34, 0.20, 0.21, 0.21, 0.18, 0.21, 0.21, 0.19, 0.20, 0.20, 0.21


No. 4
Computed, not measured: a single C5H14N2 molecule at a distorted geometry, with ωB97M-V with the def2-TZVPD basis set.

Geometry (Å):
N1 1.24 1.72 -1.62
N2 -0.70 -0.66 0.70
C1 1.08 0.51 -0.74
C2 0.03 -0.75 2.09
C3 -0.34 0.50 -0.18
C4 1.16 -0.77 -1.55
C5 -2.14 -0.55 1.06
H1 0.95 -1.02 1.73
H2 -0.01 0.30 2.47
H3 -0.56 1.50 0.50
H4 1.07 1.48 -2.55
H5 -0.53 -1.29 2.73
H6 -2.60 -1.36 1.60
H7 1.85 0.71 0.18
H8 0.25 -1.44 -1.45
H9 1.03 -0.55 -2.71
H10 -2.30 0.41 1.58
H11 2.04 2.31 -1.44
H12 2.09 -1.28 -1.31
H13 -2.57 -0.46 -0.01
H14 -1.03 0.68 -1.09

The HOMO-LUMO gap comes out at 9.55 eV. The multiplicity is 1. As for the energy relative to the best compared isomer or geometry (same formula, charge and spin): 68.1 kcal per mole. Its energy is -308.3145 Eh. The value obtained for the HOMO energy is -8.4 eV. As for the LUMO energy: 1.11 eV. As for the molecular weight: 102.2 g mol⁻¹. The structure (SMILES) is C[C@@H](N)CN(C)C.

Partial charges, natural (NBO), in e: -0.86, -0.44, -0.08, -0.41, -0.23, -0.64, -0.42, 0.20, 0.16, 0.16, 0.36, 0.20, 0.20, 0.19, 0.24, 0.20, 0.16, 0.38, 0.22, 0.20, 0.21


No. 5
Computed, not measured: a single C5H14N2 molecule, with ωB97M-V with the def2-TZVPD basis set.

Geometry (Å):
N1 2.45 0.98 -0.48
N2 -2.58 -0.95 0.07
C1 -0.87 0.82 0.66
C2 0.19 -0.18 1.10
C3 0.92 -0.90 -0.02
C4 1.54 0.01 -1.07
C5 -1.89 0.26 -0.34
H1 3.24 0.58 0.00
H2 0.76 0.58 -1.56
H3 -0.30 -0.92 1.74
H4 0.91 0.30 1.76
H5 1.70 -1.52 0.45
H6 0.25 -1.59 -0.56
H7 2.00 -0.66 -1.81
H8 -3.12 -0.77 0.90
H9 -2.66 1.02 -0.45
H10 -1.94 -1.71 0.27
H11 -0.43 1.73 0.25
H12 2.72 1.73 -1.09
H13 -1.46 0.09 -1.33
H14 -1.45 1.12 1.53

The HOMO-LUMO gap comes out at 10.19 eV. The multiplicity is 1. As for the energy relative to the best compared isomer or geometry (same formula, charge and spin): 9.7 kcal per mole. Its energy is -308.4076 Eh. The value obtained for the HOMO energy is -9.1 eV. As for the LUMO energy: 1.12 eV. As for the molecular weight: 102.2 g mol⁻¹. The structure (SMILES) is NCCCCCN.

Partial charges, natural (NBO), in e: -0.86, -0.83, -0.42, -0.41, -0.40, -0.21, -0.22, 0.36, 0.19, 0.19, 0.22, 0.20, 0.20, 0.16, 0.35, 0.19, 0.35, 0.21, 0.37, 0.18, 0.20


No. 6
Computed, not measured: a 2-piece molecular cluster, C5H14N2 overall, with ωB97M-V with the def2-TZVPD basis set.

Geometry (Å):
N1 -0.48 -2.11 -0.12
N2 0.54 3.37 -0.30
C1 0.60 2.49 0.79
C2 0.16 -2.57 -1.36
C3 -1.89 -2.44 -0.17
C4 -0.33 -0.68 0.04
C5 1.71 2.19 1.45
H1 1.62 1.54 2.31
H2 1.11 4.19 -0.22
H3 -2.45 -1.88 -0.93
H4 -0.87 -0.08 -0.70
H5 -0.27 -2.11 -2.26
H6 -0.36 3.53 -0.71
H7 1.23 -2.36 -1.32
H8 -0.66 -0.37 1.03
H9 2.69 2.57 1.20
H10 -2.34 -2.23 0.80
H11 0.04 -3.65 -1.40
H12 0.73 -0.41 -0.03
H13 -0.34 2.03 1.04
H14 -2.02 -3.51 -0.34

The HOMO-LUMO gap comes out at 9.35 eV. The multiplicity is 1. As for the energy relative to the best compared isomer or geometry (same formula, charge and spin): 37.5 kcal per mole. Its energy is -308.3634 Eh. The value obtained for the HOMO energy is -8.3 eV. As for the LUMO energy: 1.03 eV. As for the molecular weight: 102.2 g mol⁻¹. The structure (SMILES) is CN(C)C.C=CN.

Partial charges, natural (NBO), in e: -0.42, -0.83, 0.01, -0.42, -0.42, -0.42, -0.52, 0.20, 0.38, 0.16, 0.16, 0.16, 0.38, 0.20, 0.19, 0.20, 0.20, 0.20, 0.21, 0.18, 0.20


No. 7
Computed, not measured: a single C5H14N2 molecule at a distorted geometry, with ωB97M-V with the def2-TZVPD basis set.

Geometry (Å):
N1 1.23 0.12 0.80
N2 2.55 -0.64 2.70
C1 -2.58 -0.02 -1.68
C2 0.21 -0.34 -0.14
C3 -1.77 1.04 -0.91
C4 -0.28 0.80 -1.04
C5 1.95 -0.98 1.43
H1 -2.03 2.02 -1.34
H2 3.41 -0.12 2.59
H3 0.57 -1.19 -0.72
H4 -2.61 0.19 -2.74
H5 1.86 0.76 0.33
H6 -3.61 -0.06 -1.31
H7 -0.03 0.75 -2.09
H8 -2.07 1.04 0.13
H9 -2.18 -1.03 -1.56
H10 1.19 -1.74 1.64
H11 1.89 -0.13 3.28
H12 -0.61 -0.69 0.48
H13 0.22 1.68 -0.63
H14 2.70 -1.44 0.78

The HOMO-LUMO gap comes out at 10.03 eV. The multiplicity is 1. As for the energy relative to the best compared isomer or geometry (same formula, charge and spin): 15.8 kcal per mole. Its energy is -308.3978 Eh. The value obtained for the HOMO energy is -8.9 eV. As for the LUMO energy: 1.18 eV. As for the molecular weight: 102.2 g mol⁻¹. The structure (SMILES) is CCCCNCN.

Partial charges, natural (NBO), in e: -0.64, -0.84, -0.61, -0.22, -0.39, -0.41, -0.05, 0.20, 0.35, 0.16, 0.20, 0.35, 0.21, 0.20, 0.20, 0.20, 0.17, 0.36, 0.18, 0.20, 0.16


No. 8
Computed, not measured: a single C5H14N2 molecule at a distorted geometry, with ωB97M-V with the def2-TZVPD basis set.

Geometry (Å):
N1 -1.66 -1.03 0.96
N2 0.82 -0.06 0.05
C1 -0.31 0.81 -0.12
C2 1.92 -0.09 -0.88
C3 -2.80 0.98 0.18
C4 -1.51 0.40 0.77
C5 3.14 -0.82 -0.33
H1 -0.72 0.87 -1.15
H2 0.58 -0.99 0.36
H3 3.18 -0.86 0.75
H4 -1.37 -1.51 1.79
H5 -2.67 2.05 0.04
H6 4.06 -0.41 -0.74
H7 -0.06 1.84 0.13
H8 2.15 0.90 -1.30
H9 -3.65 0.69 0.81
H10 3.12 -1.86 -0.64
H11 -1.49 -1.58 0.14
H12 -3.00 0.47 -0.76
H13 -1.36 0.84 1.75
H14 1.63 -0.64 -1.80

The HOMO-LUMO gap comes out at 9.33 eV. The multiplicity is 1. As for the energy relative to the best compared isomer or geometry (same formula, charge and spin): 22.2 kcal per mole. Its energy is -308.3877 Eh. The value obtained for the HOMO energy is -8.2 eV. As for the LUMO energy: 1.09 eV. As for the molecular weight: 102.2 g mol⁻¹. The structure (SMILES) is CCNC[C@@H](C)N.

Partial charges, natural (NBO), in e: -0.87, -0.65, -0.22, -0.21, -0.61, -0.04, -0.62, 0.15, 0.36, 0.22, 0.38, 0.21, 0.21, 0.18, 0.19, 0.22, 0.20, 0.36, 0.20, 0.19, 0.15


No. 9
Computed, not measured: C5H14N2 as an isolated structure at a distorted geometry, with ωB97M-V with the def2-TZVPD basis set.

Geometry (Å):
N1 0.38 0.64 -0.06
N2 -1.93 0.59 1.78
C1 -1.93 0.06 -0.62
C2 4.10 1.00 -0.18
C3 -0.45 -0.28 -0.51
C4 0.01 -1.61 -1.03
C5 -2.63 -0.12 0.73
H1 4.01 0.91 -1.25
H2 1.00 -1.83 -0.66
H3 -3.69 0.08 0.59
H4 -2.51 0.92 2.54
H5 -1.97 1.15 -0.75
H6 -0.68 -2.43 -0.82
H7 -2.59 -1.18 1.01
H8 3.28 1.59 0.21
H9 -2.44 -0.47 -1.40
H10 3.98 0.00 0.26
H11 0.06 -1.56 -2.12
H12 0.24 -0.17 0.70
H13 5.04 1.41 0.15
H14 -1.27 1.28 1.44

The HOMO-LUMO gap comes out at 8.94 eV. The multiplicity is 1. As for the energy relative to the best compared isomer or geometry (same formula, charge and spin): 82.1 kcal per mole. Its energy is -308.2923 Eh. The value obtained for the HOMO energy is -8.1 eV. As for the LUMO energy: 0.81 eV. As for the molecular weight: 102.2 g mol⁻¹.

Partial charges, natural (NBO), in e: -0.74, -0.88, -0.50, -0.85, 0.36, -0.70, -0.19, 0.21, 0.24, 0.19, 0.37, 0.23, 0.22, 0.17, 0.23, 0.22, 0.21, 0.25, 0.39, 0.21, 0.39


No. 10
Computed, not measured: a single C5H14N2 molecule at a distorted geometry, with ωB97M-V with the def2-TZVPD basis set.

Geometry (Å):
N1 0.02 -0.68 -0.45
N2 -0.66 1.10 2.72
C1 1.29 -1.20 -1.15
C2 -0.97 0.62 1.36
C3 0.16 -0.35 0.99
C4 -1.14 1.68 0.31
C5 1.10 -1.09 -2.64
H1 0.05 -1.33 1.61
H2 -0.69 -1.29 -0.62
H3 1.10 0.05 1.45
H4 -1.89 2.37 0.69
H5 -1.27 1.61 3.18
H6 0.33 1.47 2.75
H7 1.81 -0.69 -3.24
H8 2.22 -0.80 -0.69
H9 1.28 -2.31 -0.99
H10 0.06 -0.54 -2.73
H11 -0.19 2.11 0.01
H12 -2.03 0.12 1.31
H13 -1.52 1.23 -0.64
H14 0.93 -2.08 -3.22

The HOMO-LUMO gap comes out at 9.71 eV. The multiplicity is 1. As for the energy relative to the best compared isomer or geometry (same formula, charge and spin): 55.3 kcal per mole. Its energy is -308.3349 Eh. The value obtained for the HOMO energy is -8.6 eV. As for the LUMO energy: 1.13 eV. As for the molecular weight: 102.2 g mol⁻¹. The structure (SMILES) is CCNC[C@H](C)N.

Partial charges, natural (NBO), in e: -0.65, -0.85, -0.23, -0.05, -0.23, -0.62, -0.62, 0.18, 0.36, 0.20, 0.20, 0.36, 0.35, 0.21, 0.20, 0.17, 0.22, 0.20, 0.18, 0.22, 0.20


No. 11
Computed, not measured: an isolated ion of composition C5H14N2 and charge +1 at a distorted geometry, with ωB97M-V with the def2-TZVPD basis set.

Geometry (Å):
N1 0.53 -0.93 0.58
N2 1.83 -1.48 2.45
C1 -0.09 1.41 -0.93
C2 -0.73 -1.00 -0.15
C3 0.62 -1.67 1.78
C4 -1.10 0.26 -0.93
C5 -0.46 2.47 -1.99
H1 -0.60 -1.89 -0.78
H2 0.85 0.03 0.75
H3 0.54 -2.75 1.54
H4 -0.17 1.86 0.06
H5 -1.53 -1.26 0.54
H6 0.38 2.67 -2.64
H7 0.88 0.98 -1.17
H8 2.09 -2.14 3.18
H9 -1.39 2.21 -2.48
H10 -0.59 3.46 -1.54
H11 -0.24 -1.41 2.42
H12 2.69 -1.42 1.90
H13 -2.10 0.63 -0.67
H14 -1.40 -0.04 -1.93

The HOMO-LUMO gap (alpha / beta) comes out at 11.79 / 6.16 eV. The multiplicity is 2. As for the energy relative to the best compared isomer or geometry (same formula, charge and spin): 30.9 kcal per mole. Its energy is -308.0721 Eh. The value obtained for the HOMO energy (alpha / beta) is -14.6 / -14.2 eV. The net charge is +1. As for the LUMO energy (alpha / beta): -2.84 / -8.01 eV. As for the molecular weight: 102.2 g mol⁻¹.

Partial charges, natural (NBO), in e: -0.20, -0.80, -0.42, -0.27, -0.11, -0.43, -0.61, 0.26, 0.42, 0.25, 0.21, 0.25, 0.23, 0.20, 0.41, 0.22, 0.23, 0.28, 0.40, 0.24, 0.24


No. 12
Computed, not measured: an isolated ion of composition C5H14N2 and charge +3 at a distorted geometry, with ωB97M-V with the def2-TZVPD basis set.

Geometry (Å):
N1 -1.12 1.90 0.34
N2 0.90 -2.25 0.80
C1 0.49 0.33 0.80
C2 0.26 1.65 0.12
C3 0.10 -1.07 -1.24
C4 1.03 -0.88 0.00
C5 -2.07 1.71 -0.46
H1 1.73 -2.95 0.75
H2 -0.49 -0.13 1.21
H3 -1.79 1.26 -1.57
H4 -1.30 2.29 1.25
H5 -0.08 -2.12 -1.56
H6 2.13 -0.84 -0.20
H7 -3.01 2.40 -0.37
H8 0.03 -2.61 0.30
H9 0.73 -2.21 1.92
H10 1.06 2.43 0.48
H11 -0.90 -0.71 -1.19
H12 1.24 0.56 1.72
H13 0.43 -0.54 -2.12
H14 0.62 1.76 -0.96

The HOMO-LUMO gap (alpha / beta) comes out at 12.76 / 6.06 eV. The multiplicity is 2. As for the energy relative to the best compared isomer or geometry (same formula, charge and spin): 84.3 kcal per mole. Its energy is -306.9536 Eh. The value obtained for the HOMO energy (alpha / beta) is -26.0 / -25.9 eV. The net charge is +3. As for the LUMO energy (alpha / beta): -13.29 / -19.80 eV. As for the molecular weight: 102.2 g mol⁻¹.

Partial charges, natural (NBO), in e: -0.44, -0.76, -0.39, -0.29, -0.63, 0.01, 0.15, 0.52, 0.28, 0.26, 0.47, 0.33, 0.31, 0.35, 0.47, 0.50, 0.41, 0.26, 0.48, 0.32, 0.38


What is the formula in the second record? C5H14N2


Which value of multiplicity does entry 8 give? 1


Which value of energy relative to the best compared isomer or geometry (same formula, charge and spin) does entry 9 give? 82.1 kcal per mole